ORCA calculation (ωB97M-V with the def2-TZVPD basis set) on one molecule with the formula C5H7NO.

```
14
Properties=species:S:1:pos:R:3:nbo_charge:R:1
C -1.6577 -0.9319 0.0682 -0.27
N -1.7485 0.4916 0.4243 -0.58
C -0.4649 -0.0292 0.0644 0.06
C 0.8121 0.0534 0.8996 0.07
C 1.6923 -0.2951 -0.3263 -0.42
C 0.6468 0.7359 -0.7498 0.07
O 0.9278 1.4633 0.4977 -0.51
H -1.9043 -1.5217 0.9561 0.21
H -2.0615 -1.3790 -0.8407 0.20
H -2.1561 1.0849 -0.2920 0.36
H 0.9466 -0.2142 1.9478 0.20
H 1.6682 -1.2798 -0.7947 0.20
H 2.7062 0.1138 -0.2533 0.22
H 0.6366 1.3564 -1.6524 0.20
```

Values from the calculation:
Total charge = 0
Electronic energy = -8831.46817 eV
LUMO = 1.05 eV
ΔE to the lowest compared entry with this formula, charge and spin = 456.8 kJ/mol
HOMO energy = -9.30 eV

---

ORCA calculation (ωB97M-V with the def2-TZVPD basis set) on a 15-piece molecular cluster, C56H101N11O4 overall at a distorted geometry.

```
172
Properties=species:S:1:pos:R:3:lowdin_charge:R:1
C 0.0081 -3.2586 4.7833 -0.09
C -1.0154 -3.1442 3.6533 -0.26
C -0.6152 -3.9019 2.3745 -0.20
C -0.6353 -5.3618 2.5143 -0.23
N -0.5990 -6.5225 2.4484 0.14
H 0.0279 -4.2467 5.2444 0.07
H -0.1750 -2.4551 5.4439 0.05
H 1.0777 -3.1551 4.3938 0.10
H -1.1361 -2.0672 3.4019 0.09
H -2.0601 -3.3868 3.9495 0.09
H 0.4174 -3.5419 2.1368 0.08
H -1.2918 -3.6453 1.5442 0.11
C 2.0121 -6.2531 -0.0923 -0.11
C 3.0682 -5.4035 -0.7924 -0.24
C 2.6147 -3.9192 -0.8508 -0.18
C 2.5303 -3.3191 0.5056 -0.23
N 2.6471 -2.8385 1.5560 0.17
H 1.0838 -6.1821 -0.7166 0.08
H 1.8408 -5.8302 0.8837 0.04
H 2.3156 -7.3187 -0.0140 0.09
H 3.3313 -5.7811 -1.7954 0.09
H 3.9818 -5.4720 -0.1873 0.11
H 1.6164 -3.7388 -1.2967 0.09
H 3.3351 -3.2817 -1.3842 0.08
C -4.8300 1.7054 -0.8333 -0.11
C -5.7356 0.4888 -0.5632 -0.24
C -5.3564 -0.7048 -1.4488 -0.22
C -4.0481 -1.2253 -1.1341 -0.23
N -3.0121 -1.6535 -0.8892 0.22
H -3.7860 1.3543 -0.7916 0.05
H -5.0002 2.4703 -0.0838 0.06
H -4.9379 2.0469 -1.8684 0.07
H -6.7468 0.8688 -0.7229 0.11
H -5.6418 0.1485 0.4693 0.07
H -5.3446 -0.3928 -2.4911 0.06
H -6.1734 -1.4411 -1.3926 0.12
C -0.9702 0.1167 -3.9711 -0.11
C -1.7034 0.6731 -5.2045 -0.23
C -3.1342 1.0431 -4.8060 -0.17
C -3.9182 -0.1664 -4.5505 -0.21
N -4.5095 -1.1302 -4.3434 0.17
H -0.0756 -0.4205 -4.2423 0.06
H -1.6201 -0.4627 -3.3109 0.05
H -0.5994 0.9668 -3.3797 0.06
H -1.5946 -0.0956 -5.9850 0.11
H -1.1282 1.5548 -5.5223 0.11
H -3.6001 1.7521 -5.5103 0.13
H -3.1233 1.5514 -3.8708 0.09
C -5.6766 -4.1052 4.2901 -0.10
C -5.4557 -5.0381 3.1071 -0.27
C -4.6314 -4.4515 1.9724 -0.18
C -5.2157 -3.2431 1.4553 -0.19
N -5.7859 -2.2921 1.1799 0.22
H -6.3168 -4.6916 4.9777 0.08
H -6.2086 -3.1711 4.0103 0.07
H -4.6542 -3.9287 4.7111 0.08
H -6.4172 -5.2700 2.6779 0.11
H -4.9730 -5.9661 3.4825 0.13
H -4.5677 -5.2022 1.2158 0.11
H -3.6577 -4.2561 2.4273 0.10
C 7.3503 -1.0607 0.9850 -0.08
C 6.2330 -1.5120 -0.0018 -0.22
C 5.6916 -0.3450 -0.8668 -0.19
C 5.1615 0.7655 -0.0950 -0.25
N 4.6793 1.6096 0.5040 0.19
H 7.0030 -0.3038 1.6403 0.05
H 8.0901 -0.5406 0.3857 0.07
H 7.7528 -1.9197 1.5215 0.07
H 5.4145 -1.9604 0.5373 0.09
H 6.6219 -2.2425 -0.6853 0.10
H 4.9203 -0.7641 -1.4971 0.07
H 6.4472 0.1876 -1.4792 0.13
C 1.6552 3.0486 -1.6951 -0.09
C 3.1000 3.2980 -2.2423 -0.22
C 3.6579 1.9396 -2.7206 -0.21
C 3.0782 1.3556 -3.9255 -0.23
N 2.6196 0.7663 -4.7667 0.16
H 1.7098 2.3529 -0.8935 0.03
H 1.0362 2.5260 -2.5041 0.09
H 1.1902 3.9731 -1.3840 0.01
H 3.7781 3.7655 -1.5100 0.10
H 3.0309 4.0457 -3.0400 0.10
H 3.7517 1.2050 -1.9289 0.03
H 4.6914 2.0916 -3.0052 0.11
C -0.4693 0.9410 0.7189 -0.09
C -0.2743 -0.5677 0.8041 -0.25
C 0.1290 -1.1876 -0.5596 -0.18
C 1.4895 -0.8745 -0.9950 -0.17
N 2.5714 -0.7511 -1.3809 0.22
H -0.9450 1.2511 1.6228 0.03
H -1.0825 1.2018 -0.1671 0.08
H 0.5189 1.3925 0.6597 0.06
H -1.2051 -1.0644 1.0848 0.08
H 0.4894 -0.7997 1.5027 0.07
H -0.4625 -0.7544 -1.3536 0.07
H -0.0252 -2.3234 -0.5402 0.11
C 3.3171 6.9291 0.2414 -0.11
C 4.3959 7.2009 -0.7916 -0.25
C 5.0325 8.6401 -0.8362 -0.17
C 4.0531 9.6423 -1.2923 -0.25
N 3.3055 10.3827 -1.7569 0.13
H 2.5133 7.6348 0.2471 0.06
H 3.6370 7.0006 1.2898 0.08
H 2.9271 5.9371 0.1145 0.05
H 3.9978 6.9921 -1.7781 0.09
H 5.1773 6.4917 -0.6706 0.09
H 5.9818 8.7469 -1.3928 0.12
H 5.2855 8.8727 0.2517 0.13
C -5.5419 -0.2109 3.5842 -0.09
C -4.0618 -0.5797 3.3453 -0.26
C -3.0963 0.5497 3.5859 -0.19
C -3.4640 1.8511 3.0588 -0.23
N -3.7298 2.8925 2.6519 0.17
H -5.6483 0.0760 4.6154 0.07
H -6.2069 -1.0030 3.3309 0.03
H -5.8134 0.6317 2.9448 0.07
H -3.9694 -0.9447 2.3165 0.08
H -3.7591 -1.4290 3.9835 0.10
H -2.0811 0.3807 3.2269 0.09
H -2.9930 0.6416 4.6937 0.14
C -2.2783 4.3631 -1.6556 -0.11
C -1.5981 4.9430 -0.3770 -0.22
C -0.9928 6.3903 -0.5966 -0.16
C 0.0864 6.3270 -1.6173 -0.22
N 1.0469 6.1839 -2.2618 0.16
H -1.6717 4.3396 -2.5870 0.07
H -3.2301 4.8516 -1.8745 0.07
H -2.3998 3.2608 -1.4553 0.05
H -0.7468 4.3182 -0.1270 0.07
H -2.3750 5.0061 0.4277 0.12
H -0.5060 6.7065 0.3414 0.09
H -1.6876 7.1938 -0.9496 0.13
C 3.1181 -2.5618 -4.8461 -0.02
C 3.1842 -3.8111 -4.0831 -0.49
O 4.0071 -4.0414 -3.2155 0.02
C 2.2726 -4.9902 -4.3837 -0.02
H 3.6025 -1.7887 -4.2844 0.06
H 2.1268 -2.3409 -5.1953 0.07
H 3.7269 -2.7262 -5.7804 0.12
H 1.5279 -4.8086 -5.2115 0.09
H 1.6413 -5.2534 -3.4889 0.09
H 2.9148 -5.8310 -4.6433 0.08
C -1.7743 -3.9426 -4.2840 -0.03
C -1.5242 -4.0471 -2.8319 -0.50
O -0.5452 -3.5733 -2.3230 0.03
C -2.4257 -5.0572 -2.0299 0.00
H -1.3286 -3.0390 -4.6152 0.06
H -2.8420 -3.9934 -4.6091 0.10
H -1.2609 -4.7856 -4.7998 0.10
H -3.3763 -4.5788 -1.7153 0.07
H -1.8324 -5.2256 -1.1608 0.05
H -2.6517 -5.9171 -2.7261 0.10
C -0.7820 4.6033 4.3495 0.00
C 0.0214 5.0757 3.1066 -0.45
O -0.1626 6.1758 2.6066 0.05
C 0.8766 4.0405 2.5199 -0.02
H -0.9388 5.3951 5.0365 0.07
H -0.3649 3.7772 4.8679 0.06
H -1.7952 4.3219 4.1486 0.05
H 1.1569 4.2297 1.4870 0.08
H 0.3818 3.0934 2.6238 0.05
H 1.7620 3.9222 3.1702 0.11
C 3.2153 0.6428 2.9965 -0.03
C 1.9057 0.5444 3.8034 -0.46
O 0.8383 0.8444 3.3439 0.03
C 1.9926 0.1335 5.3038 -0.01
H 3.2288 -0.3448 2.5192 0.06
H 4.1281 0.7172 3.5922 0.08
H 3.2466 1.4759 2.2342 0.06
H 2.7103 -0.6860 5.3081 0.08
H 1.0246 -0.0179 5.6897 0.05
H 2.4585 1.0048 5.7942 0.09
```

Values from the calculation:
Total charge = 0
Electronic energy = -84288.16271 eV
LUMO = 0.45 eV
HOMO energy = -9.60 eV

---

ORCA calculation (ωB97M-V with the def2-TZVPD basis set) on one molecule with the formula C3H6N2S3 at a distorted geometry.

```
14
Properties=species:S:1:pos:R:3:nbo_charge:R:1
C -0.8118 -1.7194 -0.4604 -0.08
C 0.1232 0.3005 -0.7229 0.08
C 1.0510 0.5442 1.9560 -0.71
N 0.3095 -1.1308 -0.5766 -0.46
N -1.2445 0.5359 -0.3205 -0.81
S -2.2823 -0.8689 -0.3289 0.45
S 0.2399 0.6203 -2.6333 -0.07
S 1.2074 1.4204 0.3319 0.21
H -1.0173 -2.7161 -0.3989 0.20
H 0.2721 -0.0823 1.6086 0.22
H 0.6100 1.1759 2.6788 0.22
H 1.8292 0.0432 2.4300 0.22
H -1.7920 1.2370 -0.7990 0.40
H 1.5055 0.6404 -2.7650 0.13
```

Values from the calculation:
Total charge = 0
Electronic energy = -38692.06471 eV
LUMO = 0.29 eV
ΔE to the lowest compared entry with this formula, charge and spin = 239.9 kJ/mol
SMILES = CS[C@@]1(S)N=CSN1
HOMO energy = -8.54 eV

---

ORCA calculation (ωB97M-V with the def2-TZVPD basis set) on a 2-piece molecular cluster, C4H14NOSi overall at a distorted geometry.

```
21
Properties=species:S:1:pos:R:3:nbo_charge:R:1
C 1.6024 1.5629 2.5868 -0.62
C -1.8775 -2.5371 -3.1025 -0.23
C 0.1802 1.1615 2.4640 -0.41
C -0.2624 1.1369 0.9873 -0.21
N 0.6361 0.1594 0.3054 -0.85
O -0.8187 -1.7994 -2.6630 -0.90
Si 0.0370 -0.5518 -2.3463 1.64
H 1.7839 1.9154 3.5842 0.24
H 2.2952 0.7643 2.3425 0.20
H 1.8658 2.3767 1.9202 0.21
H -2.5802 -1.9116 -3.5847 0.20
H -2.2707 -3.0923 -2.2164 0.21
H -1.5487 -3.2583 -3.8629 0.21
H -0.0804 0.1665 2.8686 0.21
H -0.3222 1.9294 2.9542 0.22
H -0.0568 2.0271 0.5111 0.19
H 1.6170 0.3432 0.4520 0.39
H -0.6940 0.5530 -1.7972 -0.14
H 0.4242 -0.7687 0.4523 0.37
H 1.3934 -1.0088 -2.7445 -0.11
H -1.3236 0.8315 0.8888 0.21
```

Values from the calculation:
Total charge = +1
Electronic energy = -15782.11248 eV
LUMO = -4.83 eV
ΔE to the lowest compared entry with this formula, charge and spin = 225.1 kJ/mol
HOMO energy = -13.71 eV

---

ORCA calculation (ωB97M-V with the def2-TZVPD basis set) on C24H28GeIN2O2SZn as an isolated structure.

```
60
Properties=species:S:1:pos:R:3:nbo_charge:R:1
Zn 0.3521 0.1876 0.0172 1.53
C -1.2077 2.1821 3.9617 -0.64
C -1.7919 0.8474 3.6177 0.17
N -2.9223 0.4818 4.1552 -0.42
C -3.4480 -0.7348 3.8337 -0.04
C -2.8502 -1.6067 2.9739 -0.07
C -3.4692 -2.9567 2.7422 -0.09
O -2.9653 -3.9636 3.6296 -0.72
C -1.6335 -1.2250 2.3438 -0.21
C -0.8820 -2.1644 1.5551 0.16
N 0.1223 -1.8614 0.8095 -0.62
C 0.9245 -2.9090 0.2951 0.21
C 0.3962 -4.0410 -0.3164 -0.25
C 1.2286 -5.0284 -0.8172 -0.20
C 2.6073 -4.8948 -0.7221 -0.22
C 3.1500 -3.7654 -0.1256 -0.22
C 2.3109 -2.7849 0.3774 -0.19
I 3.1237 -1.0707 1.2460 0.19
C -1.0573 0.0353 2.6578 0.39
O 0.0331 0.4708 2.1827 -0.78
H -1.8718 2.6982 4.6520 0.22
H -1.0597 2.7796 3.0594 0.23
H -0.2180 2.0664 4.4104 0.22
H -4.3909 -0.9894 4.3052 0.18
H -3.3416 -3.2695 1.7020 0.16
H -4.5383 -2.9104 2.9398 0.19
H -2.0036 -3.9271 3.6107 0.46
H -1.1343 -3.2250 1.6571 0.15
H -0.6779 -4.1182 -0.4381 0.21
H 0.7984 -5.8937 -1.3056 0.21
H 3.2618 -5.6574 -1.1251 0.21
H 4.2222 -3.6415 -0.0578 0.22
C 1.9697 3.3998 -1.6059 -1.10
Ge 0.7517 3.3833 -0.0784 1.63
C -0.0774 5.1637 0.0461 -1.09
C 1.8213 3.1574 1.5469 -1.09
C -0.5463 1.9652 -0.2485 -1.56
H 2.7723 4.1279 -1.4607 0.21
H 1.4289 3.6567 -2.5180 0.22
H 2.4080 2.4081 -1.7467 0.24
H 0.6747 5.9582 0.0710 0.21
H -0.6792 5.2293 0.9563 0.22
H -0.7338 5.3334 -0.8106 0.22
H 2.6543 3.8649 1.5621 0.21
H 2.2185 2.1418 1.6100 0.23
H 1.2017 3.3219 2.4309 0.23
H -1.0693 2.0676 -1.1985 0.20
H -1.2856 2.0793 0.5522 0.22
S 1.4247 -0.7637 -1.9699 -0.56
C 0.8486 -0.1291 -3.5128 -0.14
C -0.0221 0.9555 -3.6518 -0.25
C -0.4347 1.3996 -4.9012 -0.20
C 0.0110 0.7779 -6.0600 -0.27
C 0.8808 -0.2997 -5.9413 -0.23
C 1.2912 -0.7448 -4.6926 -0.19
H -0.3663 1.4534 -2.7658 0.22
H -1.1105 2.2458 -4.9670 0.20
H -0.3105 1.1259 -7.0342 0.20
H 1.2439 -0.8016 -6.8315 0.20
H 1.9673 -1.5876 -4.6077 0.20
```

Values from the calculation:
Total charge = -1
Electronic energy = -156290.10639 eV
LUMO = 2.38 eV
ΔE to the lowest compared entry with this formula, charge and spin = 94.5 kJ/mol
HOMO energy = -4.46 eV